## i
This record from the OMol25 dataset describes one molecule with the formula C7H8O4. The level of theory is ωB97M-V/def2-TZVPD.

```
! RIJCOSX wB97M-V def2-TZVPD def2/J DEFGRID3
* xyz 0 1
C 0.61302 1.54702 -0.38074
C 0.51932 0.08507 -0.76211
C -0.63268 -0.75043 -1.18058
C -1.75505 -0.29747 -0.23777
C -1.19708 -0.63408 1.17354
C 0.07328 -1.01602 1.29281
C 1.15676 -0.87188 0.30101
H 1.53663 1.23057 1.23001
H -0.35778 1.93394 -0.57019
H 1.32239 1.99626 -0.99532
H -0.48377 -1.82368 -1.21740
H -1.94302 -0.55286 1.96666
H 0.34111 -1.29730 2.32447
H 1.42942 -1.73276 -0.26583
H 2.39247 -0.83470 1.79857
O 0.74809 1.73333 0.99973
O 0.09692 -0.03622 -2.12808
O -2.79355 0.26609 -0.47774
O 2.33568 -0.37480 0.91762
*
```

Structure (SMILES): O=C1C=C[C@H](O)[C@@]2(CO)O[C@H]12
E_LUMO, eV: 0.12

Results of the Löwdin charge analysis, in e, for atoms 1 through 4:
1 C -0.15
2 C -0.28
3 C -0.17
4 C -0.31

## ii
This record from the OMol25 dataset describes one molecule with the formula C7H8O4. The level of theory is ωB97M-V/def2-TZVPD.

```
! RIJCOSX wB97M-V def2-TZVPD def2/J DEFGRID3
* xyz 0 1
C 3.27659 -0.62124 -0.78608
C 1.44096 -0.21416 0.65282
C 0.26646 0.59937 0.90128
C -0.89121 0.47571 -0.25116
C -2.56403 -1.01753 -0.02547
C -3.14576 0.39454 0.05854
C -2.01378 1.23860 -0.01439
H 3.86605 -0.62376 -0.05772
H 3.78993 -0.32996 -1.64697
H 2.87074 -1.49134 -0.97541
H 0.54091 1.74830 0.85405
H -0.47752 0.24423 1.93358
H -0.26626 0.78060 -1.34360
H -4.18883 0.63561 0.19586
H -2.08259 2.11420 0.08113
O 2.12178 0.15858 -0.50649
O 1.74482 -1.26016 1.32522
O -1.16186 -0.83615 -0.21087
O -3.12641 -1.99544 -0.18431
*
```

Structure (SMILES): COC(=O)C[C@@H]1C=CC(=O)O1
E_LUMO, eV: -0.04

Results of the Löwdin charge analysis, in e, for atoms 1 through 4:
1 C -0.01
2 C -0.43
3 C -0.02
4 C -0.42

Decreasing stability: i, ii

## i
This record from the OMol25 dataset describes one molecule with the formula C5H3ClOS. The level of theory is ωB97M-V/def2-TZVPD.

```
! RIJCOSX wB97M-V def2-TZVPD def2/J DEFGRID3
* xyz 0 1
C 1.47389 -0.50715 -0.00653
C 0.78429 -1.69638 0.09965
C -0.80582 0.25727 -0.08995
C -1.87976 1.05505 -0.04902
C 0.59223 0.64988 -0.03964
H 1.22090 -2.67514 0.21545
H -2.90919 0.72066 0.10682
H -1.71198 2.10665 -0.09521
O 0.98337 1.81565 0.03124
S -0.92488 -1.48823 -0.08679
Cl 3.17695 -0.23826 -0.08602
*
```

Structure (SMILES): C=C1SC=C(Cl)C1=O
E_LUMO, eV: -0.94

Results of the Löwdin charge analysis, in e, for atoms 1 through 4:
1 C -0.69
2 C -0.36
3 C -0.53
4 C 0.07

## ii
This record from the OMol25 dataset describes one molecule with the formula C5H3ClOS. The level of theory is ωB97M-V/def2-TZVPD.

```
! RIJCOSX wB97M-V def2-TZVPD def2/J DEFGRID3
* xyz 0 1
C 0.37417 0.12025 1.33885
C 1.63663 -0.08552 0.87860
C -0.08213 0.01707 -0.93828
C -1.04471 -0.40670 -1.90589
C -0.62624 0.21580 0.44050
H 2.63924 0.27547 1.38954
H -0.90076 -0.72526 -2.94578
H -1.91116 -0.05001 -1.27529
O -1.84051 0.39459 0.73144
S 1.68055 -0.16383 -0.82134
Cl 0.07492 0.40813 3.10765
*
```

Structure (SMILES): C=C1SC=C(Cl)C1=O
E_LUMO, eV: -1.39

Results of the Löwdin charge analysis, in e, for atoms 1 through 4:
1 C -0.65
2 C -0.41
3 C -0.47
4 C 0.13

Decreasing stability: i, ii

## i
This record from the OMol25 dataset describes a 2-piece molecular cluster, C14H16 overall. The level of theory is ωB97M-V/def2-TZVPD.

```
! RIJCOSX wB97M-V def2-TZVPD def2/J DEFGRID3
* xyz 0 1
C 1.86856 -0.84411 1.42064
C 2.64238 1.21608 -1.49518
C 2.63085 0.62517 -0.20468
C 2.13638 0.37024 -2.58392
C 1.80873 -0.52375 0.03440
C 1.31932 -0.72532 -2.29241
C 1.02209 -1.04790 -0.96327
H 3.16436 2.10592 -1.56251
H 3.26056 1.10667 0.53360
H 2.32233 0.26907 -3.69605
H 1.03361 -1.30650 -3.21816
H 1.75122 -1.92286 1.65417
H 1.08214 -0.17161 1.97179
H 0.17820 -1.68884 -0.75164
H 2.80577 -0.53451 1.82035
C -1.23686 0.15443 3.05021
C -2.53196 0.20452 -1.02871
C -1.26458 0.65840 -0.65126
C -3.19702 -0.39274 -0.03102
C -0.83841 0.74265 0.66444
C -2.82542 -0.44829 1.31312
C -1.65317 0.21835 1.65972
H -3.09312 0.37183 -1.97065
H -0.40851 1.08887 -1.25124
H -3.99459 -1.08508 -0.24337
H -0.01447 1.28881 0.96647
H -3.60145 -0.97881 1.93881
H -0.83945 -0.85155 3.32785
H -2.25018 0.19516 3.62018
H -0.68162 0.86708 3.50784
*
```

Structure (SMILES): Cc1ccccc1.Cc1ccccc1
E_LUMO, eV: 0.93

Results of the Löwdin charge analysis, in e, for atoms 1 through 4:
1 C -0.07
2 C -0.04
3 C -0.04
4 C -0.09

## ii
This record from the OMol25 dataset describes a 2-piece molecular cluster, C14H16 overall. The level of theory is ωB97M-V/def2-TZVPD.

```
! RIJCOSX wB97M-V def2-TZVPD def2/J DEFGRID3
* xyz 0 1
C -2.51440 -2.91611 0.32032
C -0.81693 0.37503 -0.84422
C -1.12656 -0.77273 -0.12057
C -1.73073 0.94161 -1.82230
C -2.23124 -1.60643 -0.41195
C -2.78927 0.13194 -2.14858
C -3.05668 -1.06820 -1.44943
H -0.00213 0.97022 -0.47930
H -0.55743 -1.06405 0.70841
H -1.62159 1.90672 -2.22764
H -3.64029 0.51481 -2.76704
H -3.64464 -2.98747 0.45843
H -1.93206 -2.94744 1.33069
H -4.03589 -1.61965 -1.67849
H -2.26987 -3.69967 -0.33538
C 1.75840 -0.45363 2.83683
C 1.87804 0.32347 1.52862
C 1.71706 1.66440 1.53463
C 2.15746 -0.46729 0.45210
C 2.05318 2.48965 0.51180
C 2.44195 0.37923 -0.67778
C 2.38946 1.75289 -0.60273
H 0.92768 -1.17441 2.97488
H 1.85405 0.23231 3.72622
H 1.33068 2.14805 2.46739
H 2.39113 -1.46452 0.55229
H 2.14976 3.62053 0.69864
H 2.82711 -0.11783 -1.62374
H 2.75881 2.12960 -1.50496
H 2.68620 -1.09008 3.05921
*
```

Structure (SMILES): Cc1ccccc1.Cc1ccccc1
E_LUMO, eV: 0.92

Results of the Löwdin charge analysis, in e, for atoms 1 through 4:
1 C -0.06
2 C -0.05
3 C -0.06
4 C -0.07

Decreasing stability: ii, i

## i
This record from the OMol25 dataset describes a 2-piece molecular cluster, C14H16 overall. The level of theory is ωB97M-V/def2-TZVPD.

```
! RIJCOSX wB97M-V def2-TZVPD def2/J DEFGRID3
* xyz 0 1
C 1.10663 3.34702 -2.86056
C 1.57857 -0.32183 -3.77951
C 0.67130 -0.89989 -2.88840
C 1.71568 1.07364 -3.72785
C 0.87810 1.84990 -2.93001
C -0.02313 -0.17089 -1.97335
C -0.00755 1.21587 -2.05382
H 2.13914 -0.95421 -4.44838
H 0.56479 -1.97453 -3.00490
H 2.47551 1.54705 -4.34051
H -0.66702 -0.51769 -1.17101
H 0.21404 3.86325 -2.52080
H 1.20070 3.72948 -3.89024
H -0.60755 1.88499 -1.44938
H 2.08551 3.50628 -2.42080
C -0.78391 0.22809 4.63523
C 0.12883 -2.44914 2.13646
C 0.15368 -1.67960 3.28976
C -0.95128 -2.37095 1.23320
C -0.81508 -0.68763 3.41221
C -2.03391 -1.56719 1.54467
C -1.89580 -0.62114 2.56960
H 0.82653 -3.25278 1.93361
H 0.92570 -1.94764 3.99477
H -0.90248 -2.94894 0.32540
H -2.96273 -1.64445 0.99745
H -1.71298 0.13228 5.19665
H -0.77674 1.24824 4.23578
H -2.57284 0.22114 2.62559
H 0.04827 0.16126 5.32914
*
```

Structure (SMILES): Cc1ccccc1.Cc1ccccc1
E_LUMO, eV: 0.93

Results of the Löwdin charge analysis, in e, for atoms 1 through 4:
1 C -0.06
2 C -0.07
3 C -0.11
4 C -0.06

## ii
This record from the OMol25 dataset describes a 2-piece molecular cluster, C14H16 overall. The level of theory is ωB97M-V/def2-TZVPD.

```
! RIJCOSX wB97M-V def2-TZVPD def2/J DEFGRID3
* xyz 0 1
C 0.67757 -1.45499 2.75763
C -2.43875 -1.69700 0.59627
C -3.19980 -0.60932 1.07032
C -1.16733 -2.04801 1.12002
C -0.55480 -1.12906 1.93801
C -2.54071 0.36529 1.82127
C -1.30274 -0.01625 2.33966
H -2.88668 -2.45833 -0.03653
H -4.22623 -0.68167 0.75182
H -0.88316 -3.04642 0.80424
H -3.01222 1.27644 2.14397
H 0.97908 -0.65439 3.43479
H 1.47393 -1.74962 2.06362
H -0.75345 0.72646 2.91409
H 0.47253 -2.25051 3.48084
C 0.35971 1.73399 0.07075
C 1.59469 1.67856 -3.45703
C 2.16760 0.38847 -3.61923
C 0.93449 2.04031 -2.32047
C 1.09606 1.24936 -1.13957
C 2.08831 -0.47307 -2.55692
C 1.79804 0.07985 -1.27037
H 1.56796 2.37445 -4.29555
H 2.64782 0.15246 -4.56166
H 0.30258 2.90742 -2.38277
H 2.44035 -1.48548 -2.48894
H -0.72371 1.75860 -0.10832
H 0.79513 2.62799 0.50652
H 1.97591 -0.57701 -0.41977
H 0.31782 0.97148 0.84333
*
```

Structure (SMILES): Cc1ccccc1.Cc1ccccc1
E_LUMO, eV: 0.93

Results of the Löwdin charge analysis, in e, for atoms 1 through 4:
1 C -0.05
2 C -0.08
3 C -0.08
4 C -0.05

Decreasing stability: i, ii

## i
This record from the OMol25 dataset describes a 2-piece molecular cluster, C14H16 overall. The level of theory is ωB97M-V/def2-TZVPD.

```
! RIJCOSX wB97M-V def2-TZVPD def2/J DEFGRID3
* xyz 0 1
C 0.48829 2.00537 0.55876
C 3.97819 -0.23708 -0.66120
C 2.84599 -0.89966 -0.16968
C 3.92629 1.12558 -0.85183
C 1.75416 -0.17402 0.23855
C 2.76593 1.83097 -0.50050
C 1.72716 1.23512 0.19188
H 4.86645 -0.79465 -0.89204
H 2.86548 -1.98391 -0.20197
H 4.75741 1.74668 -1.16921
H 0.81994 -0.63129 0.54782
H 2.62969 2.82962 -0.89571
H 0.61889 3.04426 0.24333
H 0.50140 2.11462 1.62283
H -0.43172 1.58002 0.18403
C -3.19617 0.81069 1.22687
C -2.32711 -1.63124 -1.55158
C -3.00813 -0.65164 -0.81847
C -1.36560 -2.39566 -0.93297
C -2.57345 -0.33205 0.45337
C -1.01128 -2.14517 0.38970
C -1.61486 -1.12414 1.09704
H -2.72124 -1.79864 -2.54535
H -3.66932 -0.00493 -1.38235
H -0.83351 -3.15652 -1.48926
H -0.34547 -2.83357 0.89430
H -4.11691 0.51150 1.71560
H -3.41945 1.67823 0.60070
H -1.42650 -0.92337 2.14257
H -2.48454 1.20488 1.95474
*
```

Structure (SMILES): Cc1ccccc1.Cc1ccccc1
E_LUMO, eV: 0.97

Results of the Löwdin charge analysis, in e, for atoms 1 through 4:
1 C -0.04
2 C -0.10
3 C -0.09
4 C -0.09

## ii
This record from the OMol25 dataset describes a 2-piece molecular cluster, C14H16 overall. The level of theory is ωB97M-V/def2-TZVPD.

```
! RIJCOSX wB97M-V def2-TZVPD def2/J DEFGRID3
* xyz 0 1
C 4.06207 1.51385 -3.83225
C 2.56990 -0.37431 -0.25933
C 1.70988 0.21658 -1.16951
C 3.93703 -0.25031 -0.49087
C 2.08766 0.74001 -2.39294
C 4.37348 0.44042 -1.61714
C 3.46450 0.85842 -2.60990
H 2.24345 -0.81172 0.67303
H 0.65675 0.03174 -0.96198
H 4.64372 -0.71995 0.17094
H 1.30611 1.07803 -3.05267
H 5.42033 0.55538 -1.86566
H 4.94772 2.05744 -3.50942
H 3.38776 2.21246 -4.32836
H 4.31365 0.75855 -4.58030
C -3.88946 1.60217 2.76481
C -2.77846 -2.15546 1.01257
C -3.38735 -2.11900 2.24600
C -2.33523 -0.93284 0.51469
C -3.78938 -0.90157 2.81405
C -2.64758 0.30924 1.05011
C -3.44515 0.29379 2.21246
H -2.69546 -3.09557 0.48742
H -3.70252 -3.01673 2.76492
H -1.71575 -0.88375 -0.37961
H -4.43468 -0.87795 3.68148
H -2.19583 1.16956 0.58990
H -4.85920 1.67593 3.28786
H -4.08839 2.37006 2.01057
H -3.23640 2.03901 3.52360
*
```

Structure (SMILES): Cc1ccccc1.Cc1ccccc1
E_LUMO, eV: 0.92

Results of the Löwdin charge analysis, in e, for atoms 1 through 4:
1 C -0.06
2 C -0.10
3 C -0.11
4 C -0.09

Decreasing stability: i, ii

## i
This record from the OMol25 dataset describes a 2-piece molecular cluster, C14H16 overall. The level of theory is ωB97M-V/def2-TZVPD.

```
! RIJCOSX wB97M-V def2-TZVPD def2/J DEFGRID3
* xyz 0 1
C -2.25591 1.28353 -2.34908
C 0.65122 3.03823 -0.72116
C 0.35901 2.83906 0.61738
C -0.30808 2.70168 -1.67356
C -1.43937 2.00785 -1.29572
C -0.85155 2.25431 0.93146
C -1.77129 1.70894 0.05019
H 1.57984 3.51610 -1.00771
H 1.12464 2.87839 1.36136
H -0.14007 2.69700 -2.74426
H -1.11641 2.32405 1.98077
H -3.33082 1.22322 -2.19589
H -1.93789 0.23198 -2.37298
H -2.73089 1.28329 0.29249
H -1.98738 1.63616 -3.34784
C -0.64475 -1.00297 1.84480
C 2.16559 -3.43480 1.21917
C 2.39707 -3.16238 -0.12519
C 1.30017 -2.59963 1.90195
C 0.54067 -1.67560 1.17875
C 1.66835 -2.22632 -0.83939
C 0.66853 -1.50742 -0.20324
H 2.70406 -4.25735 1.66624
H 3.20122 -3.71601 -0.59249
H 0.98963 -2.65995 2.93524
H 2.01183 -2.09448 -1.85475
H -0.37832 0.00163 2.04057
H -0.90842 -1.51464 2.76904
H -0.03979 -0.83542 -0.66913
H -1.52088 -0.93844 1.20298
*
```

Structure (SMILES): Cc1ccccc1.Cc1ccccc1
E_LUMO, eV: 0.93

Results of the Löwdin charge analysis, in e, for atoms 1 through 4:
1 C -0.06
2 C -0.07
3 C -0.09
4 C -0.06

## ii
This record from the OMol25 dataset describes a 2-piece molecular cluster, C14H16 overall. The level of theory is ωB97M-V/def2-TZVPD.

```
! RIJCOSX wB97M-V def2-TZVPD def2/J DEFGRID3
* xyz 0 1
C 1.76109 -2.86633 -3.63749
C -0.58856 -0.40818 -1.97122
C -1.67220 -0.39989 -2.84302
C 0.55683 -1.13315 -2.28051
C 0.57984 -1.90948 -3.42114
C -1.60605 -1.14552 -4.02337
C -0.51055 -1.93743 -4.29563
H -0.63118 0.35068 -1.19710
H -2.64377 -0.00202 -2.57849
H 1.36025 -1.07361 -1.55720
H -2.38941 -1.04057 -4.76682
H 1.80586 -3.52658 -2.77865
H 2.61624 -2.17795 -3.71844
H -0.39941 -2.56874 -5.16656
H 1.83260 -3.37803 -4.59298
C 2.02957 0.65542 3.27486
C -1.95308 2.32688 3.44902
C -0.87262 2.98750 3.99443
C -1.72749 1.18030 2.67999
C 0.40724 2.47237 3.86565
C -0.46381 0.63785 2.64658
C 0.63670 1.21647 3.26217
H -2.95682 2.72915 3.44966
H -0.93981 3.96179 4.45448
H -2.52913 0.80601 2.05978
H 1.28957 2.98040 4.23096
H -0.27344 -0.18274 1.95383
H 2.11803 0.06246 2.34754
H 2.33091 0.01646 4.09872
H 2.83263 1.36648 3.06096
*
```

Structure (SMILES): Cc1ccccc1.Cc1ccccc1
E_LUMO, eV: 0.85

Results of the Löwdin charge analysis, in e, for atoms 1 through 4:
1 C -0.05
2 C -0.09
3 C -0.10
4 C -0.07

## iii
This record from the OMol25 dataset describes a 2-piece molecular cluster, C14H16 overall. The level of theory is ωB97M-V/def2-TZVPD.

```
! RIJCOSX wB97M-V def2-TZVPD def2/J DEFGRID3
* xyz 0 1
C 2.64373 0.86778 0.64477
C 1.73638 -1.93366 -1.69203
C 2.14266 -0.64379 -1.33434
C 1.28888 -2.94204 -0.74771
C 2.24916 -0.39704 0.04725
C 1.29401 -2.62818 0.60287
C 1.75887 -1.30066 1.01265
H 1.62585 -2.14198 -2.79263
H 2.19483 0.11206 -2.08765
H 0.94074 -3.86239 -1.04669
H 0.83997 -3.36089 1.29802
H 2.43844 0.94399 1.73195
H 2.17631 1.68535 0.34147
H 1.82924 -1.12949 2.09190
H 3.72490 1.15827 0.72583
C -0.92025 3.02846 -0.29560
C -2.90221 -0.81753 0.36217
C -2.12997 -0.56577 -0.75314
C -3.15359 0.22300 1.29569
C -1.32484 0.62862 -0.79381
C -2.42513 1.40928 1.16580
C -1.69237 1.76105 -0.06378
H -3.40882 -1.77249 0.50325
H -1.77800 -1.24904 -1.54904
H -3.73138 0.04193 2.33730
H -0.58860 0.79845 -1.58135
H -2.65209 2.27586 1.74061
H -1.58862 3.77851 -0.04799
H -0.66665 2.96426 -1.34849
H 0.07857 3.06805 0.23273
*
```

Structure (SMILES): Cc1ccccc1.Cc1ccccc1
E_LUMO, eV: 0.94

Results of the Löwdin charge analysis, in e, for atoms 1 through 4:
1 C -0.08
2 C -0.08
3 C -0.06
4 C -0.09

Decreasing stability: ii, i, iii